ORCA calculation (ωB97M-V/def2-TZVPD) on an isolated molecule of C2H4N2O4 at a distorted geometry.

Last column: Mulliken charge in e.
Geometry (Å):
1 O 1.998023 -0.691865 1.065604  -0.42
2 C 2.167832 -0.424746 -0.090183  0.25
3 O 1.391219 0.395123 -0.840586  -0.23
4 N 0.457808 1.072858 -0.060504  -0.14
5 C -0.837241 0.587268 0.042274  0.50
6 O -1.732426 1.141389 0.577004  -0.56
7 N -0.984412 -0.679875 -0.472984  -0.14
8 O -2.163233 -1.263523 0.040716  -0.41
9 H 2.901812 -0.967073 -0.764603  0.31
10 H 0.583732 2.077338 -0.290379  0.28
11 H -0.880230 -0.850125 -1.529653  0.25
12 H -2.851284 -0.635135 -0.135392  0.32

Cartesian forces, eV/Å:
O 0.39 0.60 -1.04
C 0.27 -2.01 0.69
O -0.01 -0.21 -0.37
N 0.30 2.31 -0.10
C 1.29 -1.04 -1.55
O -1.09 1.80 1.28
N -0.35 -1.78 -1.57
O 1.23 -0.85 -0.70
H -0.60 0.91 0.53
H -0.50 -1.05 0.56
H -0.09 0.52 2.29
H -0.84 0.80 0.00

Lowest unoccupied orbital energy in Eh: 0.018
F_max in eV Å⁻¹: 2.46
Kohn-Sham gap in eV: 10.83
HOMO energy in eV: -10.34
Energy relative to the best compared isomer or geometry (same formula, charge and spin) in kJ/mol: 250.57
Charge: 0